Computed, not measured: a molecular structure, C15H28N3O4RhSeSi2 at a distorted geometry, with ωB97M-V/def2-TZVPD.

Geometry (Å):
H  -2.19034  3.64916  -1.42515
H  -2.93102  3.34149  2.80113
O  -2.24205  -3.20424  -1.34164
H  2.39117  -4.14463  4.33353
H  0.04417  -4.52602  3.84545
H  -0.96685  2.27337  -4.50371
H  -3.86588  -0.57235  -2.68500
N  1.08454  -2.76781  3.47105
Rh  0.17322  -0.34383  0.24556
Se  -1.16354  -2.79711  -0.28040
N  1.33760  -0.96961  1.82386
C  2.15083  -3.08046  4.39274
H  2.32910  3.85996  -2.74445
H  -2.45519  2.77375  -3.72019
N  -1.11529  1.39932  0.80217
H  -0.77182  -3.04608  4.41601
C  -2.48746  2.98431  1.88716
C  -1.71113  1.84280  1.89770
H  -0.02518  -0.42378  -4.52552
C  -0.56742  1.39845  -1.47563
Si  -1.61422  0.53719  -2.81252
H  -1.55385  1.26777  2.79835
Si  1.24887  1.90594  -1.57166
H  -0.71896  -3.45168  2.67610
H  2.95805  2.57582  0.16905
C  -2.08280  3.16146  -0.46830
H  1.84899  -2.84947  5.41668
H  -1.41675  -1.46414  -4.27147
C  1.19843  -1.84835  2.58437
C  -2.67182  3.65406  0.67674
C  -0.16739  -3.48301  3.61637
C  1.90337  2.32253  0.18707
H  -3.27414  4.55252  0.64741
H  -3.85404  0.87481  -1.68078
O  0.15145  -2.06625  -1.02140
C  1.31208  3.49813  -2.63742
C  -0.69700  -0.82337  -3.77167
C  -3.26030  0.02290  -2.00727
C  2.30533  0.52443  -2.34092
C  -1.91881  1.92080  -4.11876
H  1.36865  3.15393  0.63708
H  3.04054  -2.50424  4.15118
H  -0.12562  -1.45221  -3.09927
H  0.71830  4.29844  -2.20488
H  -3.06391  -0.59865  -1.13615
C  -1.28788  2.00928  -0.38110
H  -2.48764  1.52645  -4.95195
H  0.92709  3.30596  -3.63315
O  -0.69008  -3.98557  0.64699
O  -1.67644  -1.53141  0.67788
H  2.09767  -0.43307  -1.85919
H  1.78705  1.45677  0.84914
H  3.36364  0.73853  -2.23497
H  2.08671  0.42141  -3.39732

Values from the calculation:
HOMO-LUMO gap (alpha / beta) = 6.50 / 6.40 eV
E = -112775.0581 eV
LUMO level (alpha / beta) = -1.94 / -1.91 eV
HOMO energy (alpha / beta) = -8.447 / -8.309 eV



Computed, not measured: 2 unconnected molecules or ions with the total composition C15H28N6O5 at a distorted geometry, with ωB97M-V/def2-TZVPD.

Geometry (Å):
O  -0.83091  0.17077  -7.59714
H  -0.82921  0.11503  -8.56571
C  -1.39389  -2.68464  4.45317
N  -0.11667  -2.83521  1.32981
H  0.30488  -4.83008  0.79962
H  1.09369  2.93234  2.56992
H  2.76743  -0.42865  -6.07562
C  0.37596  1.43385  -3.57533
H  2.16593  1.47528  0.13168
H  -1.47903  1.42993  2.16800
O  1.38136  0.08315  -8.05910
C  -0.64730  1.05438  4.83494
H  1.09766  -4.25954  2.28451
C  -2.45282  -1.79234  3.83329
C  1.87710  2.29156  -0.53596
C  0.15629  1.25168  3.55105
C  0.18929  1.44346  -5.06903
N  2.28837  0.23013  -5.45709
N  -2.22261  -1.01023  2.77270
H  -1.73918  -0.44747  -1.94935
N  1.26162  2.13321  -2.92258
H  -0.88363  1.46009  -5.28373
H  1.68650  -3.71230  0.70412
C  0.45573  2.75097  3.43383
H  -0.13414  1.52457  5.67352
H  -1.33135  -0.65020  0.97730
H  -3.05292  -0.50652  2.50249
N  0.01721  0.90093  -1.41230
C  0.79415  -3.97806  1.27361
H  0.63084  2.35321  -5.48552
H  -1.20364  -3.53005  3.79796
O  1.15998  -1.54986  2.65210
H  -1.76859  -3.05348  5.40706
H  0.06471  1.07958  1.43778
H  -1.00017  -2.91239  0.85225
H  0.39459  -0.69218  -5.28370
N  1.04396  1.77675  -1.62468
C  0.82781  0.21037  -5.72961
C  -0.58565  0.81232  2.26894
C  0.47520  0.16017  -7.24247
O  -1.45423  -0.15216  -2.82632
H  0.98117  3.09452  4.32519
O  -3.57789  -1.81065  4.30507
C  -1.00323  -0.65933  2.01706
H  2.66779  1.16774  -5.59258
C  0.12496  -1.71090  2.01652
H  -0.73593  -0.00208  5.05690
H  2.75715  2.81456  -0.92029
H  1.10680  0.73174  3.64321
H  1.28350  2.98270  0.06734
H  -0.47157  3.31438  3.32485
H  -1.64194  1.48714  4.72917
C  -0.40207  0.67914  -2.61820
H  -0.47310  -2.13730  4.63135

Values from the calculation:
HOMO-LUMO gap = 9.08 eV
Energy above the lowest of the compared OMol25 structures with the same formula, charge and spin = 0.0 kcal/mol
E = -35187.7895 eV
LUMO level = 0.13 eV
HOMO energy = -8.957 eV
SMILES string = Cn1nc(O)c(C[C@H](N)C(=O)O)n1.CNC(=O)[C@H](CC(C)C)NC(C)=O



Computed, not measured: 4 unconnected molecules or ions with the total composition C15H28O5 at a distorted geometry, with ωB97M-V/def2-TZVPD.

Geometry (Å):
H  6.40175  -1.35973  3.21561
H  6.66767  -0.37132  0.86895
H  0.22233  5.30882  -1.59501
H  -6.77822  -0.50544  -2.59330
C  -5.23934  -2.32914  0.01721
H  -2.87574  -0.70074  -0.39602
H  -5.91258  -2.07633  1.03933
C  -1.72789  -0.60700  -0.17515
C  1.14255  -0.94498  -0.25701
C  0.81483  3.58307  -1.15780
H  0.82743  -2.01576  1.77506
C  -1.16281  -1.44935  0.83893
C  -5.30326  -1.36678  -1.10839
H  -4.77874  -0.38601  -0.79871
H  -4.44355  -2.76107  -2.58020
H  -1.53202  0.33231  -2.06472
O  -4.48006  -1.73664  -2.17714
C  4.73594  -0.89029  2.04783
C  -0.14450  3.17447  -0.16879
H  4.90130  -1.68484  4.20522
O  0.34544  4.50583  -2.05617
H  -7.16491  -2.10415  -2.35287
H  -5.62886  -3.32736  -0.43805
H  -0.60614  3.98717  0.34880
C  2.06617  4.14796  -0.45411
O  -1.86077  -1.84752  1.82520
H  2.47742  3.63890  0.27380
H  1.74908  5.15572  0.05707
H  2.95770  4.23126  -1.24999
C  -6.65608  -1.15699  -1.82883
H  -1.08187  2.53703  -0.48399
C  0.33563  -1.58147  0.84697
H  0.70182  2.54746  0.43824
C  0.48117  -0.12529  -1.26487
H  4.69895  0.19611  2.49227
H  -7.49960  -0.91753  -1.22244
H  5.76822  -1.66979  0.22194
C  5.59207  -0.85436  0.65891
H  0.99604  2.88790  -1.70821
O  3.53314  -1.42386  1.85778
H  5.01098  -0.32412  -0.04163
H  2.14806  -0.99747  -0.28091
C  5.44893  -1.68837  3.09825
H  3.39896  -1.97625  2.66356
H  5.41508  -2.63644  2.74728
H  -4.14324  -2.67364  0.36897
O  1.12969  0.35234  -2.18896
C  -0.94819  -0.09631  -1.26396

Values from the calculation:
HOMO-LUMO gap = 7.90 eV
Energy above the lowest of the compared OMol25 structures with the same formula, charge and spin = 214.9 kcal/mol
E = -26237.1734 eV
LUMO level = -2.04 eV
HOMO energy = -9.937 eV
SMILES string = O=C1C=CC(=O)C=C1.CC(C)O.CC(C)O.CC(C)O



> Among the records above, which one has the lowest E?

C15H28N3O4RhSeSi2